Entry from the OMol25 dataset: 2 unconnected molecules or ions with the total composition C2HBr2NS2 (wB97M-V/def2-TZVPD).

XYZ file:
```
8
Properties=species:S:1:pos:R:3:forces:R:3:nbo_charge:R:1
C 2.999 -0.964 0.210 -1.5 -0.3 0.2 0.144
C 0.617 1.804 1.267 1.3 1.9 -3.2 -0.671
N 2.083 -1.711 0.066 3.2 2.5 0.6 -0.435
S -0.311 0.967 2.256 -1.5 -1.1 1.2 0.411
S 1.073 -2.854 -0.194 -1.2 -1.1 -0.3 0.090
Br 3.756 0.598 0.843 -0.3 -1.2 -0.5 0.208
Br -0.119 2.396 -0.594 0.7 -0.7 2.1 0.009
H 1.537 2.343 1.508 -0.6 -0.1 -0.1 0.243
```
Forces are in eV/Å.

Results
Multiplicity ... 3
Lowest unoccupied orbital energy (alpha / beta) ... -0.0327 / -0.1215 hartree
Net charge ... 0
Energy above the lowest of the compared OMol25 structures with the same formula, charge and spin ... 0.0 kcal per mole
Orbital gap (alpha / beta) ... 6.6864 / 5.3382 eV

=====

Entry from the OMol25 dataset: 2 unconnected molecules or ions with the total composition C2HBrF2O (wB97M-V/def2-TZVPD).

XYZ file:
```
7
Properties=species:S:1:pos:R:3:forces:R:3:nbo_charge:R:1
C 1.829 -0.133 -0.917 0.4 0.4 3.6 0.329
C -1.047 -0.074 0.832 -1.2 -1.0 -0.4 0.597
O 1.462 -1.057 -1.466 -1.1 -2.8 -2.3 -0.434
F -1.422 -0.922 1.848 0.4 1.2 -2.1 -0.325
F -1.621 -0.411 -0.390 0.9 0.4 2.6 -0.333
Br -1.287 1.762 1.289 0.0 -0.5 -0.2 0.047
H 2.086 0.835 -1.196 0.6 2.3 -1.3 0.120
```
Forces are in eV/Å.

Results
Multiplicity ... 1
Lowest unoccupied orbital energy (alpha / beta) ... 0.0159 / -0.0418 hartree
Net charge ... 0
Energy above the lowest of the compared OMol25 structures with the same formula, charge and spin ... 95.6 kcal per mole
Orbital gap (alpha / beta) ... 10.1384 / 6.8010 eV

=====

Entry from the OMol25 dataset: a molecular structure, C2HBrF2S (wB97M-V/def2-TZVPD).

XYZ file:
```
7
Properties=species:S:1:pos:R:3:forces:R:3:nbo_charge:R:1
C -0.468 0.258 -0.410 0.1 0.2 0.2 -0.520
C 0.596 -0.449 0.300 -2.1 -0.2 1.4 0.863
F 0.862 -1.717 0.097 0.0 0.9 -0.1 -0.267
F 1.456 0.106 1.109 -0.5 -0.3 -0.7 -0.257
S -1.585 -0.122 1.010 2.3 -0.2 -0.9 -0.124
Br -0.075 2.140 -0.770 0.0 -0.3 0.0 0.045
H -0.786 -0.216 -1.336 0.2 0.0 0.1 0.260
```
Forces are in eV/Å.

Results
Multiplicity ... 1
Lowest unoccupied orbital energy ... -0.0235 hartree
Net charge ... 0
Energy above the lowest of the compared OMol25 structures with the same formula, charge and spin ... 25.2 kcal per mole
Orbital gap ... 8.5374 eV

=====

| no. | DFT total energy (Eh) |
| --- | --- |
| 1 | -6075.76134 |
| 2 | -2925.63084 |
| 3 | -3248.67138 |